1.
# C30H38N3O3S

A gas-phase ion, C30H38N3O3S (charge +1) (ωB97M-V/def2-TZVPD, the OMol25 dataset).

```
75
Properties=species:S:1:pos:R:3:forces:R:3
C -1.096783 -3.330074 -1.963510 -0.2 -0.4 -0.5
C -0.117972 -3.390392 -0.825669 -0.4 -0.1 -0.4
O 0.894230 -2.382161 -1.127205 1.0 0.1 0.9
C 1.752205 -2.251567 -0.103800 -1.1 -1.3 0.7
C 2.760666 -1.124093 -0.216818 0.3 -0.8 -2.0
S 4.471305 -1.882007 -0.683523 -1.5 0.1 0.0
C 4.435842 -3.575855 -0.024473 0.8 -0.2 0.0
C 4.185891 -2.187308 -2.447884 0.5 -0.1 -0.2
O 1.658893 -2.963342 0.890859 0.7 1.1 -1.1
H -2.021485 -3.838647 -1.673731 0.1 0.1 -0.1
H -1.328655 -2.303123 -2.266394 0.0 -0.2 0.2
H -0.686500 -3.851688 -2.836347 -0.1 0.1 0.1
H -0.581119 -3.159240 0.146034 0.3 0.0 -0.3
H 0.370589 -4.373123 -0.766402 -0.1 0.3 0.2
H 2.554826 -0.506599 -1.109154 0.1 -0.2 0.4
H 3.751755 -3.679259 0.823479 0.1 0.2 -0.3
H 4.187250 -4.270264 -0.834047 -0.1 0.2 0.3
H 5.470201 -3.763698 0.292901 -0.3 0.0 0.0
H 3.577259 -1.387818 -2.887622 0.2 -0.3 0.2
H 5.192589 -2.159660 -2.888020 -0.4 0.0 0.0
H 3.749591 -3.178697 -2.602384 -0.1 0.4 0.0
C -2.690752 4.102834 1.832154 0.3 0.3 0.1
N -2.149383 2.826721 1.430586 -0.3 -0.4 -0.2
C -2.959346 1.848620 0.919899 -1.0 0.2 0.0
O -4.173144 1.939730 0.736879 1.8 -0.2 0.3
C -2.073595 0.627377 0.665937 0.0 -0.4 0.2
C -2.217274 -0.002172 -0.732104 0.2 0.2 0.0
C -3.564263 -0.593342 -0.939632 -0.8 -0.9 0.1
C -4.162569 -1.657782 -0.275160 0.4 1.3 -0.7
N -5.475751 -1.763823 -0.690353 -0.1 -0.2 -0.2
C -5.742414 -0.793623 -1.651281 0.6 0.3 0.3
C -6.936128 -0.439689 -2.272049 -0.1 0.3 -0.5
C -6.919112 0.667210 -3.134395 0.1 -0.6 0.4
C -5.736472 1.399940 -3.348449 0.6 0.0 0.2
C -4.543485 1.054219 -2.699625 -0.5 0.1 -0.3
C -4.546918 -0.047692 -1.846230 -0.5 -0.6 0.7
N -0.740116 1.157286 0.910217 0.3 -0.4 -0.1
C 0.340820 0.325564 0.875828 0.4 0.5 0.1
C 1.638386 0.674735 1.050545 -0.3 0.1 -0.1
C 2.758483 -0.339733 1.042238 0.5 0.1 2.1
C 4.134152 0.225896 1.410249 -0.1 0.1 -0.1
C 5.083283 -0.641061 1.974866 0.1 0.5 0.0
C 6.352006 -0.165259 2.318790 -0.2 -0.1 -0.2
C 6.632423 1.201470 2.203032 -0.1 0.1 0.1
C 5.680304 2.073391 1.668508 -0.1 -0.4 -0.4
C 4.467039 1.560935 1.180958 0.3 0.0 0.2
C -0.715603 2.534444 1.404130 -0.1 0.2 0.0
C 0.000300 3.489804 0.436110 -0.2 0.0 -0.1
C -0.101537 2.636440 2.804677 -0.3 -0.1 0.1
H -3.780817 4.036683 1.800921 0.2 0.0 0.0
H -2.362585 4.348162 2.847153 -0.1 0.0 -0.1
H -2.340209 4.898774 1.164456 -0.2 -0.1 0.1
H -2.313175 -0.148713 1.426249 -0.1 0.4 -0.3
H -2.051330 0.788862 -1.486376 0.1 -0.4 0.3
H -1.435633 -0.770490 -0.863861 -0.1 0.4 0.1
H -3.728490 -2.298355 0.485731 -0.3 0.0 -0.1
H -6.141904 -2.449562 -0.349275 0.3 0.4 -0.2
H -7.835748 -1.022119 -2.076084 0.1 0.3 -0.2
H -7.832608 0.971885 -3.645149 0.2 -0.1 0.2
H -5.750856 2.255777 -4.027430 0.0 -0.3 0.2
H -3.615456 1.616502 -2.821453 -0.4 0.0 -0.1
H 0.067981 -0.718533 0.686045 0.1 0.4 0.1
H 1.916186 1.696234 1.315469 -0.1 -0.6 -0.3
H 2.532988 -1.079653 1.838023 0.3 0.3 -0.3
H 4.822988 -1.692612 2.141232 0.1 0.3 0.1
H 7.114160 -0.879419 2.644235 -0.3 0.4 0.1
H 7.593487 1.598423 2.535972 -0.3 -0.2 -0.1
H 5.876913 3.142160 1.570519 0.1 -0.4 0.0
H 3.790964 2.203705 0.607267 0.2 -0.1 0.5
H -0.546676 3.538442 -0.516205 0.2 0.0 0.3
H 0.035190 4.490360 0.886990 0.1 -0.2 -0.2
H 1.021435 3.157045 0.234471 -0.2 0.1 0.0
H -0.709682 2.053769 3.508691 0.1 0.2 -0.1
H 0.909936 2.229585 2.811960 -0.2 0.2 0.1
H -0.056957 3.689248 3.107867 0.0 -0.3 0.1
```
Forces are in eV/Å.

As for the strongest force on any atom: 2.2 eV/Å. As for the energy: -53168.32370 eV. As for the total charge: +1. The calculation puts the frontier orbital gap at 6.29 eV.

Charges obtained by Mulliken population analysis, quoted in units of e: C -1.1440; C -0.1484; O -0.4080; C -0.7042; C 0.5548; S 0.5141; C -0.9675; C -1.0027; O -0.6098; H 0.3430; H 0.2960; H 0.4132; H 0.2133; H 0.4809; H 0.7512; H 0.3674; H 0.4081; H 0.3980; H 0.3496; H 0.4238; H 0.3541; C -0.9883; N 0.3007; C 0.4575; O -0.7126; C 0.0830; C 0.6947; C 0.4700; C -0.7714; N -0.0360; C -0.5145; C -0.8489; C -0.5338; C -0.8414; C -0.2636; C 0.8932; N 0.4252; C 0.1165; C -1.6183; C 1.4334; C -0.9116; C -0.0641; C -0.8778; C -0.4624; C -0.8256; C -0.3447; C 0.1593; C -1.3907; C -1.5858; H 0.3713; H 0.2976; H 0.3188; H 0.1339; H 0.0434; H -0.5074; H 0.4597; H 0.2156; H 0.3887; H 0.3791; H 0.3834; H 0.3593; H 0.6173; H 0.1702; H 0.4706; H 0.6226; H 0.4105; H 0.3890; H 0.4072; H 0.5073; H 0.3665; H 0.4669; H 0.1996; H 0.3797; H 0.3520; H 0.4723



2.
# C30H39BiGe2N5S2

A molecular structure, C30H39BiGe2N5S2 (ωB97M-V/def2-TZVPD, the OMol25 dataset).

```
79
Properties=species:S:1:pos:R:3:forces:R:3
Bi -0.278730 0.543257 -1.322122 0.0 -0.2 -0.3
C 4.929681 -1.245101 -1.672953 0.0 -0.1 0.0
C 3.451833 -1.122814 -2.105616 -0.1 -0.1 0.0
Ge 2.818530 0.555466 -1.424434 0.2 0.0 0.1
C 3.333075 2.139517 -2.384578 0.0 0.2 -0.1
C 4.760537 2.536812 -1.943940 0.0 0.1 -0.1
C 2.665158 0.754032 0.468137 -0.3 0.0 0.0
C 1.831433 0.761653 1.527751 0.3 0.0 0.1
Ge -0.145101 0.655972 1.394799 0.0 0.1 0.4
C -1.058553 -0.946481 2.030657 0.0 -0.1 0.0
C -1.106048 -1.190505 3.541916 0.0 -0.1 0.0
C -1.098009 2.329730 1.766622 0.0 0.1 0.0
C -1.236685 2.761700 3.230768 0.0 0.0 0.0
C 2.365224 0.898288 2.910897 0.0 0.0 -0.1
C 1.489827 0.881353 3.994662 0.0 0.0 0.0
C 1.939045 0.998557 5.301223 0.0 0.0 0.0
C 3.294509 1.134168 5.546083 0.0 0.0 0.0
C 4.190349 1.149439 4.481406 0.0 0.0 0.0
C 3.733498 1.032656 3.183511 0.0 0.0 0.0
H 5.315342 -2.198001 -2.034473 0.0 0.0 0.0
H 5.047173 -1.237885 -0.588535 0.0 0.0 0.0
H 5.560520 -0.466355 -2.097166 0.0 0.0 0.0
H 2.842567 -1.925393 -1.696690 0.1 -0.1 0.0
H 3.345228 -1.116696 -3.190297 0.1 0.0 0.0
H 2.633302 2.947452 -2.172997 0.0 0.0 0.0
H 3.284649 1.924295 -3.452110 0.1 0.0 0.0
H 4.836503 2.697194 -0.867796 0.0 0.0 0.0
H 5.030216 3.473066 -2.431010 0.0 0.0 0.0
H 5.501158 1.796574 -2.238387 0.0 0.0 0.0
H 3.732564 0.882842 0.699325 0.0 0.0 0.0
H -0.599717 -1.791621 1.517017 0.0 0.0 0.0
H -2.072892 -0.847756 1.628740 0.0 0.0 0.0
H -0.113956 -1.342555 3.963047 0.0 0.0 0.0
H -1.687177 -2.091063 3.740897 0.0 0.0 0.0
H -1.585532 -0.374872 4.083352 0.0 0.0 0.0
H -2.092389 2.173280 1.332515 0.0 0.0 0.0
H -0.616658 3.120289 1.188274 0.0 0.0 0.0
H -1.704491 1.993041 3.846245 0.0 0.0 0.0
H -1.866256 3.649515 3.290956 0.0 0.0 0.0
H -0.274939 3.013574 3.671894 0.0 0.0 0.0
H 0.425752 0.768468 3.835099 0.0 0.0 0.0
H 1.234356 0.981979 6.121905 0.0 0.0 0.0
H 3.657507 1.225095 6.561048 0.0 0.0 0.0
H 5.250514 1.252425 4.669202 0.0 0.0 0.0
H 4.468453 1.047893 2.389975 0.0 0.0 0.0
N -4.321410 1.948233 -1.822869 -0.1 0.0 0.0
C -4.724948 0.618884 -1.715928 -0.1 0.1 0.0
C -5.989097 0.041129 -1.731653 0.0 0.0 0.0
C -6.035631 -1.325016 -1.563202 0.0 -0.1 0.0
C -4.866064 -2.083926 -1.377754 0.0 0.0 0.0
C -3.615020 -1.502929 -1.366788 -0.1 0.0 0.0
C -3.560766 -0.123212 -1.550710 0.2 0.0 0.0
N -2.479753 0.778510 -1.591792 -0.1 -0.1 0.1
C -2.993442 1.998267 -1.732804 0.1 0.1 -0.1
C -2.149742 3.183519 -1.725570 0.0 -0.3 0.0
C -2.474681 4.493175 -1.871268 -0.1 0.1 0.0
S -1.078545 5.450961 -1.726307 0.0 0.2 0.0
C -0.137807 4.067420 -1.486463 0.0 -0.1 0.0
N -0.811867 2.944251 -1.507012 -0.1 0.2 0.0
H -4.934734 2.740062 -1.946500 0.0 0.0 0.0
H -6.888203 0.627986 -1.862081 0.0 0.0 0.0
H -6.994643 -1.824644 -1.562407 0.0 0.0 0.0
H -4.957050 -3.152140 -1.231545 0.0 0.0 0.0
H -2.721979 -2.081550 -1.196132 0.0 0.0 0.0
H -3.440623 4.937628 -2.057245 0.0 0.0 0.0
H 0.927375 4.125358 -1.316059 0.0 0.0 0.0
C -0.262239 -5.242548 -0.374416 0.0 0.0 -0.1
N -0.743694 -4.775118 -1.678098 0.0 -0.1 0.1
C -1.325692 -5.577354 -2.649294 0.1 0.0 0.1
C -1.637366 -4.786221 -3.694497 0.0 0.1 0.0
N -1.234477 -3.510499 -3.344357 0.0 0.0 -0.2
C -0.688909 -3.512700 -2.118797 -0.1 0.2 -0.3
S -0.001641 -2.201492 -1.238623 0.2 -0.1 0.4
H -0.443360 -6.310884 -0.312690 0.0 0.0 0.0
H -0.800742 -4.734075 0.421683 0.0 0.0 0.0
H 0.803138 -5.049220 -0.280406 0.0 0.0 0.0
H -1.460191 -6.635413 -2.506789 0.0 0.0 0.0
H -2.095295 -5.011855 -4.641211 0.0 0.0 0.0
H -1.292267 -2.697060 -3.935219 0.0 0.0 0.0
```
Forces are in eV/Å.

As for the strongest force on any atom: 0.5 eV/Å. As for the energy: -179711.06881 eV. As for the total charge: +3. The calculation puts the frontier orbital gap at 5.90 eV.

Charges obtained by Mulliken population analysis, quoted in units of e: Bi 0.8640; C -1.2221; C -0.0979; Ge -0.4497; C -0.0080; C -1.1957; C -1.2341; C 2.1416; Ge 0.5175; C 0.0679; C -1.2907; C 0.0930; C -1.2888; C 0.8015; C -0.0839; C -1.5182; C -0.5040; C -0.9078; C -0.5642; H 0.3902; H 0.3640; H 0.2925; H 0.1827; H 0.4996; H 0.0276; H 0.4684; H 0.3468; H 0.4021; H 0.3035; H -0.1817; H 0.2294; H 0.2963; H 0.3514; H 0.4390; H 0.2679; H 0.2154; H 0.2219; H 0.2509; H 0.4491; H 0.3533; H 0.4314; H 0.4419; H 0.4486; H 0.4358; H 0.3696; N -0.0430; C 0.6641; C -1.1547; C -0.5992; C -0.8933; C -0.2477; C 0.2390; N -0.0408; C 0.1189; C 0.0031; C -0.3177; S -0.0242; C -0.4245; N 0.2024; H 0.2625; H 0.4573; H 0.4284; H 0.4912; H 0.4176; H 0.4200; H 0.3841; C -0.7447; N 0.2252; C -0.1469; C -0.5778; N 0.1322; C -0.4748; S -0.2088; H 0.3087; H 0.3054; H 0.3085; H 0.4698; H 0.4535; H 0.1885



3.
# C30H39Br2IrNO2P

A molecular structure, C30H39Br2IrNO2P (ωB97M-V/def2-TZVPD, the OMol25 dataset).

```
76
Properties=species:S:1:pos:R:3:forces:R:3
Ir 1.015437 2.468420 -0.354575 2.3 -0.2 -0.8
Br 3.513199 2.926702 0.851798 0.2 0.2 -0.1
C 3.425227 4.614309 -0.083323 0.1 0.1 0.0
Br 1.589417 4.932043 -0.712047 -0.1 0.0 0.2
H 4.060718 4.558701 -0.962286 -0.1 0.0 0.1
H 3.697688 5.419032 0.593705 -0.1 0.0 -0.1
C -1.897297 3.905099 -1.773155 -0.1 0.0 -0.1
C -2.264602 3.489795 -0.342455 0.2 0.3 0.1
C -3.720415 3.009418 -0.324953 0.0 0.0 -0.1
C -2.083298 4.697915 0.584389 0.0 0.0 -0.1
P -1.113806 2.121505 0.153272 -1.8 -0.7 -0.9
C -1.692215 0.684043 -0.800993 -0.1 -0.1 0.2
C -2.532110 -0.299732 -0.268603 0.1 0.1 -0.1
C -2.993264 -1.339688 -1.059430 0.0 0.1 -0.1
C -2.633244 -1.410014 -2.398096 0.0 0.0 0.1
C -1.819301 -0.429448 -2.942672 0.0 0.1 0.0
C -1.348923 0.606480 -2.149868 0.1 0.2 -0.1
C -1.095211 1.766028 1.988875 0.2 0.1 0.0
C -0.353668 0.443983 2.218711 0.0 0.1 0.0
C -2.482791 1.710926 2.645231 0.1 0.2 0.0
C -0.274284 2.879238 2.665066 -0.2 -0.1 -0.1
H -2.479588 4.790724 -2.027844 0.0 0.0 0.0
H -2.142243 3.132985 -2.501779 0.0 0.0 0.0
H -0.841910 4.159678 -1.877188 0.0 0.0 -0.1
H -4.354009 3.857369 -0.586513 0.0 0.1 0.0
H -4.044139 2.651585 0.646493 0.0 0.0 0.1
H -3.895285 2.225479 -1.060643 0.0 0.0 0.0
H -2.644530 5.535703 0.170496 0.0 0.0 0.0
H -1.039741 5.010216 0.659717 0.0 0.0 0.0
H -2.467385 4.519682 1.584453 0.0 0.0 0.1
H -2.853295 -0.259177 0.754137 0.0 0.0 0.2
H -3.651066 -2.082780 -0.633059 0.0 -0.1 0.0
H -2.995904 -2.218932 -3.014852 0.0 0.0 0.0
H -1.557434 -0.460938 -3.990084 0.1 0.0 -0.1
H -0.700399 1.357755 -2.593568 -0.2 -0.1 0.0
H -0.825776 -0.389232 1.714437 -0.1 -0.1 0.0
H -0.358639 0.243223 3.290408 0.0 0.0 0.0
H 0.683141 0.494363 1.891148 0.1 0.0 0.1
H -3.127521 0.937837 2.250450 -0.1 -0.1 -0.1
H -3.010335 2.657867 2.577771 0.0 0.1 0.0
H -2.334641 1.499509 3.706382 0.0 0.0 0.0
H 0.669443 3.086395 2.137771 0.3 0.0 -0.1
H -0.011787 2.551583 3.671391 0.1 0.0 0.0
H -0.819209 3.812236 2.750580 0.0 0.1 -0.1
C 1.030390 -4.847371 3.695196 0.0 0.0 0.0
C 1.757489 -4.474428 2.435772 0.3 -0.2 0.0
C 3.006527 -5.028353 2.163502 0.1 0.0 0.0
C 3.695549 -4.749419 0.986299 -0.2 -0.2 0.4
C 3.165118 -3.859777 0.082875 -0.5 0.6 0.3
C 1.924125 -3.258637 0.361330 0.5 -1.1 1.0
N 1.449428 -2.243437 -0.450864 -0.4 1.2 -1.5
C 1.740224 -2.078041 -1.794486 -0.5 -0.3 1.6
C 1.924601 -3.207099 -2.591196 0.1 -0.2 -0.9
C 2.218199 -3.074372 -3.935725 -0.1 -0.1 0.7
C 2.312614 -1.810574 -4.514353 0.0 0.8 0.0
C 2.084431 -0.690634 -3.743002 0.1 -0.3 -0.8
C 1.790831 -0.799628 -2.379998 -0.1 1.1 0.5
C 1.568120 0.452487 -1.665674 0.3 -3.6 -0.2
O 1.633222 1.560762 -2.250250 -1.1 3.0 1.2
O 1.259932 0.505284 -0.402433 0.0 -0.3 0.3
C 1.181360 -3.605431 1.512580 0.3 0.1 -0.8
C -0.243215 -3.156841 1.688622 0.0 0.0 0.1
H 1.687898 -5.377267 4.380717 0.0 0.0 0.0
H 0.181248 -5.497976 3.479930 -0.1 0.0 0.0
H 0.641008 -3.969469 4.210385 0.0 0.0 0.0
H 3.444778 -5.704183 2.885860 0.0 0.0 0.0
H 4.655987 -5.205833 0.799673 0.1 0.0 0.0
H 3.725419 -3.560706 -0.791135 0.0 0.0 0.0
H 1.031313 -1.443919 0.001207 0.2 -0.2 0.1
H 1.782744 -4.187017 -2.159619 0.1 0.0 0.1
H 2.358629 -3.958345 -4.538910 0.0 -0.1 -0.1
H 2.540398 -1.704009 -5.563463 0.0 0.0 -0.1
H 2.134981 0.295686 -4.180690 0.0 0.0 -0.1
H -0.596754 -2.517656 0.879797 0.0 0.0 0.0
H -0.386694 -2.639131 2.636587 0.0 0.1 0.1
H -0.894888 -4.032549 1.712782 0.0 0.0 0.0
```
Forces are in eV/Å.

As for the strongest force on any atom: 3.6 eV/Å. As for the energy: -189525.55543 eV. As for the total charge: +2. The calculation puts the frontier orbital gap (spin up / spin down) at 3.18 / 3.07 eV.

Charges obtained by Mulliken population analysis, quoted in units of e: Ir 2.2579; Br -0.0241; C -0.5945; Br -0.0550; H 0.4300; H 0.4553; C -1.5656; C 2.0397; C -1.6308; C -1.6148; P -0.7858; C 1.8636; C -0.5696; C -0.8122; C -0.7625; C -0.9934; C -0.8862; C 1.7703; C -1.6958; C -1.7798; C -1.4555; H 0.5343; H 0.3122; H 0.2680; H 0.5452; H 0.3178; H 0.2875; H 0.5392; H 0.2981; H 0.3020; H 0.1689; H 0.5286; H 0.4636; H 0.4753; H 0.4544; H -0.0685; H 0.7803; H 0.1912; H 0.2413; H 0.4210; H 0.5655; H 0.2113; H 0.5096; H 0.3640; C -1.4786; C 0.9167; C -0.8438; C -1.0847; C -0.6464; C 0.6504; N 0.2128; C 0.5446; C -0.1473; C -0.6912; C -0.8916; C -0.8640; C 0.0852; C 1.0445; O -0.7728; O -0.7742; C 0.6306; C -1.3215; H 0.4175; H 0.3223; H 0.3156; H 0.4019; H 0.4187; H 0.5563; H -0.1745; H 0.6287; H 0.4659; H 0.4492; H 0.5255; H -0.0064; H 0.3109; H 0.4971